{
  "formula": "C60H44NO8PRuS2",
  "method": "ωB97M-V/def2-TZVPD",
  "charge": 1,
  "homo_lumo_gap_ev": [7.5, 6.9],
  "lumo_ev": [-2.88, -3.98],
  "multiplicity": 6,
  "s2": 8.7597,
  "e_tot_ha": -4201.74385,
  "species": ["Ru", "O", "C", "O", "C", "C", "C", "C", "C", "C", "P", "C", "C", "C", "C", "C", "C", "C", "C", "C", "C", "C", "C", "H", "H", "H", "H", "H", "H", "H", "H", "H", "H", "H", "H", "H", "H", "C", "C", "C", "C", "C", "C", "C", "S", "O", "C", "C", "C", "C", "C", "C", "C", "C", "C", "C", "C", "C", "C", "C", "C", "C", "C", "C", "C", "C", "S", "O", "C", "C", "C", "C", "C", "C", "C", "H", "H", "H", "H", "H", "H", "H", "H", "H", "H", "H", "H", "H", "H", "H", "H", "H", "H", "H", "H", "H", "H", "H", "H", "H", "H", "O", "C", "O", "C", "C", "C", "C", "C", "C", "N", "O", "O", "H", "H", "H", "H"],
  "coordinates": [[0.0102, -1.4208, 1.0940], [1.1713, -3.8171, 4.2578], [0.4063, -3.0964, 3.7340], [0.7199, -2.3105, 2.7387], [-1.0108, -2.9293, 4.2416], [-1.1922, -2.7827, 5.6017], [-2.4515, -2.5487, 6.1157], [-3.5809, -2.3998, 5.3416], [-3.4225, -2.6789, 3.9387], [-2.1564, -2.8108, 3.4018], [-1.9312, -3.1173, 1.6953], [-1.3231, -4.7820, 1.5178], [-1.6994, -5.8368, 2.3519], [-1.3249, -7.1449, 1.9798], [-0.4870, -7.4199, 0.9062], [-0.0156, -6.3364, 0.1380], [-0.4403, -5.0476, 0.4814], [-3.5503, -3.1301, 0.8660], [-4.1025, -4.3130, 0.3618], [-5.3111, -4.1843, -0.3323], [-6.0534, -3.0064, -0.3176], [-5.4706, -1.8348, 0.2052], [-4.2221, -1.9518, 0.8070], [-0.3223, -2.8352, 6.2442], [-2.6184, -2.4479, 7.1635], [-4.5452, -2.2049, 5.7837], [-4.2862, -2.5897, 3.2439], [-2.4269, -5.6445, 3.0908], [-1.6532, -8.0041, 2.5317], [-0.2893, -8.4578, 0.6455], [0.6839, -6.4229, -0.6762], [-0.0354, -4.1746, -0.0497], [-3.5894, -5.2245, 0.4635], [-5.6763, -5.0330, -0.8353], [-7.0080, -2.7986, -0.8520], [-6.0119, -0.8796, 0.1108], [-3.7085, -1.1186, 1.1876], [-4.5420, 4.2771, -3.8092], [-3.4216, 3.4608, -3.1980], [-2.2907, 3.9405, -2.5932], [-1.3558, 3.0680, -2.0464], [-1.4901, 1.7013, -2.1555], [-2.6590, 1.1831, -2.8023], [-3.5754, 2.0649, -3.2575], [-0.1197, 0.7893, -1.4901], [-0.6903, -0.6003, -1.1883], [0.9994, 0.5034, -2.8576], [0.5989, -0.2480, -3.9718], [1.4792, -0.5477, -4.9470], [2.7704, 0.0775, -4.9373], [3.5756, 0.0241, -6.0925], [4.7432, 0.7076, -6.1299], [5.1844, 1.4057, -4.9720], [4.4570, 1.3991, -3.8029], [3.1554, 0.8365, -3.8175], [2.2831, 0.9777, -2.7188], [2.6138, 1.5727, -1.4323], [2.4640, 2.9708, -1.1958], [2.0753, 3.8844, -2.2389], [1.7807, 5.1628, -1.9529], [1.7229, 5.6473, -0.5782], [2.1159, 4.8623, 0.4282], [2.4696, 3.4987, 0.1108], [2.8171, 2.5729, 1.1372], [3.0889, 1.2523, 0.9014], [2.8846, 0.7217, -0.3821], [3.0810, -0.9747, -0.6998], [1.8820, -1.7112, -0.1351], [4.3430, -1.2289, 0.5292], [5.5762, -0.5893, 0.3095], [6.4976, -0.5478, 1.3572], [6.1394, -1.1063, 2.6088], [7.0489, -0.9360, 3.7854], [4.9565, -1.7761, 2.8061], [4.0568, -1.8788, 1.7343], [-4.0990, 5.2245, -4.0928], [-5.4181, 4.4339, -3.0751], [-4.9950, 3.7950, -4.6709], [-2.1791, 5.0433, -2.4971], [-0.5452, 3.5796, -1.5875], [-2.7844, 0.1424, -2.9475], [-4.4831, 1.6889, -3.6729], [-0.4475, -0.5744, -3.9509], [1.3413, -1.0236, -5.9266], [3.1981, -0.5655, -6.8959], [5.3499, 0.7567, -7.0131], [6.1198, 1.9867, -5.0226], [4.8242, 1.9338, -2.9425], [2.0400, 3.5512, -3.2528], [1.4498, 5.8583, -2.7225], [1.3385, 6.6554, -0.4502], [2.1273, 5.2221, 1.4572], [2.9780, 2.9821, 2.1607], [3.3247, 0.5920, 1.7181], [5.6520, -0.1360, -0.6740], [7.4115, -0.0304, 1.2633], [6.5316, -1.0674, 4.7080], [7.5332, 0.0351, 3.7676], [7.7780, -1.7569, 3.6969], [4.7263, -2.2542, 3.7184], [3.2187, -2.5032, 1.7622], [-1.9069, -0.1646, 1.6438], [-1.1748, 0.8831, 1.6780], [0.0780, 0.7602, 1.6466], [-1.8389, 2.1435, 1.5440], [-1.1504, 3.3538, 1.5754], [-1.7966, 4.5141, 1.2274], [-3.1300, 4.4948, 0.8544], [-3.8458, 3.3008, 0.8378], [-3.1677, 2.1204, 1.1202], [-3.7994, 5.7176, 0.4120], [-4.7441, 5.6124, -0.4023], [-3.3786, 6.7621, 0.8373], [-0.1109, 3.3018, 1.8506], [-1.2066, 5.4385, 1.2553], [-4.9309, 3.3367, 0.5576], [-3.6787, 1.1739, 1.0211]],
  "forces_ev_per_angstrom": [[-0.3214, 0.4461, -0.5802], [1.7249, -1.6991, 1.2485], [-1.9367, 1.1397, -0.2447], [0.2995, 0.5977, -0.9808], [-0.7216, 0.6083, -0.1276], [0.5368, -0.2989, -0.3301], [-0.9147, 0.4991, 0.4330], [0.7582, -1.2969, -2.1818], [-1.0992, 1.6351, 0.9154], [0.4076, -0.8373, 1.3644], [0.1955, 0.1737, -1.7999], [0.5617, -0.9576, 0.4893], [0.2069, -0.8093, -1.9100], [0.1590, 0.4414, 0.3983], [-0.1357, 1.0365, -0.6502], [-0.4468, 0.2816, 0.9191], [0.6890, 0.2335, -0.6108], [0.6950, -1.6947, 0.6596], [-0.8259, 2.0937, -0.6001], [0.0348, 0.1397, 0.9330], [0.2310, 1.7899, -0.7690], [-0.3551, -0.8081, 0.0908], [-1.0782, 1.0826, -0.8022], [-0.0917, -0.1272, 0.0722], [0.3508, 0.1243, 0.7378], [-0.0633, 0.0036, -0.0669], [0.6489, -0.2748, 0.7584], [-0.5008, -0.0784, 1.1025], [-0.3384, -0.0600, 0.4441], [0.2115, 0.3011, 0.0620], [0.0366, -0.3277, -0.1266], [-0.1465, -0.4971, -0.1732], [0.4431, -1.0704, -0.1644], [-0.6114, -0.9645, -0.4497], [0.7309, -1.0133, 0.4033], [0.4565, -0.5280, 0.2487], [0.2507, 1.1849, 0.3868], [-0.5189, 0.3676, 1.4602], [-1.2183, -1.0563, -0.4066], [-0.4020, 1.2743, 0.0983], [-0.4044, 0.6171, -0.3425], [-0.4936, 0.0644, -0.9421], [2.2245, 0.3712, 1.0795], [-0.4608, 0.6472, -0.1165], [-0.7367, -0.7811, 0.0292], [0.2808, 0.0284, 0.7206], [0.1471, 0.2607, 0.0548], [-1.5508, -0.5838, 0.3000], [1.3693, 0.8869, -1.4441], [-0.9385, -0.0331, 0.3684], [-0.0955, -0.0713, 0.7054], [0.4054, 0.5762, 0.5650], [0.4160, 0.2141, 0.2013], [0.0373, 0.3560, -1.0999], [1.1898, -0.2523, 0.3254], [-1.2037, -0.3247, -0.7586], [0.5329, 0.6193, 0.7968], [-0.9129, 0.8267, -0.4873], [0.6947, -0.6873, 0.3028], [-0.8839, 1.2068, 1.1714], [-0.2005, 0.5295, -2.1805], [0.2796, -1.1821, 0.2556], [0.5483, -0.9155, 1.0310], [0.7021, 0.6999, 1.0018], [-0.8601, 0.5273, 0.3711], [0.3409, 1.4879, 0.0777], [0.5640, -1.1105, 0.0433], [-0.8823, -0.1094, 0.2936], [0.8917, -0.1850, 0.7850], [-0.7787, -0.5047, 0.4900], [-1.9396, -0.6353, 0.0284], [0.5040, 0.9900, 0.0468], [0.7364, -0.6258, -0.9596], [-0.6543, -0.0022, -2.2662], [1.3359, 0.6297, -0.7406], [-0.4541, 0.3968, -0.1221], [1.5322, -0.0363, -0.8884], [0.2656, -0.0942, -0.1509], [0.1686, -0.9054, -0.0372], [0.9027, -0.2600, 0.5681], [-0.1146, -0.9295, 0.1256], [-0.4626, -0.2756, -0.4157], [0.4494, -0.1253, -0.3416], [-0.9200, -0.3056, 0.8162], [0.0174, -0.2217, -0.6914], [0.1359, -0.1112, -0.3050], [-0.4664, -0.5087, 0.0712], [-0.0238, 0.0951, 0.2043], [-0.0022, -0.2580, -0.5414], [0.2032, -0.2414, 0.0160], [0.2598, -0.0808, 0.2448], [0.0147, -0.2967, -0.1817], [-0.3414, -0.4515, -0.7798], [0.1529, 0.0376, 0.1756], [0.7586, 0.2405, 0.1756], [0.9450, 0.4332, -0.1591], [-0.4132, -0.0254, 0.6640], [0.2503, -0.0416, 0.0657], [0.2113, 0.4829, 0.3292], [-0.1728, -0.3620, 0.9204], [-1.4226, -0.5193, 0.4551], [0.9721, 0.2648, 0.2776], [-0.3525, -2.4201, -0.3097], [0.5192, -0.0221, 0.1319], [-0.9488, 1.7550, -0.7623], [-0.2570, -0.9560, 0.1604], [0.7159, 1.3154, 0.1215], [-0.1570, -1.0602, 0.0648], [-0.7965, 0.3251, -0.5492], [-0.5275, 0.3789, 0.3422], [-1.4156, 0.0396, -1.3478], [1.5646, -0.0949, 1.4331], [0.1521, 0.3008, 0.1008], [0.2282, 0.3496, 0.0123], [-0.5812, -0.2291, -0.1513], [1.2931, -0.2024, 0.2061], [0.0102, 0.0298, 0.0937]],
  "lowdin_spin": [3.9089, 0.0351, 0.0259, 0.2546, 0.0094, -0.0004, 0.0083, -0.0009, 0.0129, 0.0124, 0.1574, 0.0222, 0.0056, 0.0010, 0.0018, 0.0002, 0.0106, 0.0225, 0.0117, 0.0003, 0.0088, -0.0018, 0.0079, -0.0002, 0.0006, -0.0001, 0.0004, 0.0002, 0.0002, 0.0001, 0.0000, 0.0064, 0.0006, 0.0000, 0.0004, -0.0003, 0.0006, 0.0000, 0.0000, 0.0001, 0.0004, 0.0019, 0.0002, 0.0000, 0.0035, 0.0641, 0.0011, 0.0003, 0.0000, 0.0001, 0.0000, 0.0000, 0.0000, 0.0000, 0.0002, 0.0006, 0.0001, 0.0000, 0.0000, 0.0000, 0.0000, 0.0000, 0.0000, 0.0004, 0.0005, 0.0028, 0.0193, 0.0912, 0.0024, 0.0007, 0.0001, -0.0001, 0.0000, 0.0000, -0.0005, 0.0000, 0.0000, 0.0000, 0.0000, 0.0000, 0.0001, 0.0000, 0.0001, 0.0000, 0.0000, 0.0000, 0.0000, 0.0000, 0.0000, 0.0000, 0.0000, 0.0000, 0.0000, 0.0000, 0.0002, 0.0000, 0.0000, 0.0000, 0.0000, 0.0000, -0.0005, 0.1303, 0.0195, 0.1253, 0.0039, 0.0024, 0.0000, 0.0010, 0.0001, 0.0029, 0.0001, 0.0002, 0.0002, 0.0006, 0.0000, 0.0000, 0.0006]
}